Molecular formula: C24H46N2O2PdSb
Method: DFT, the ωB97M-V functional and the def2-TZVPD basis

Properties
HOMO-LUMO gap: 8.2 eV
Molar mass: 622.824 Da
Net charge: +1

CARTESIAN COORDINATES (ANGSTROEM)
Pd (0.348, -0.759, -0.328)
C (5.400, -1.929, 0.216)
C (3.956, -1.790, -0.254)
Sb (2.825, -0.284, 0.774)
C (3.211, -0.916, 2.785)
C (2.740, -2.351, 3.018)
C (4.211, 1.344, 0.597)
C (4.260, 1.870, -0.836)
H (5.912, -2.728, -0.323)
H (5.454, -2.167, 1.280)
H (5.967, -1.011, 0.053)
H (3.398, -2.719, -0.126)
H (3.903, -1.552, -1.319)
H (2.686, -0.225, 3.447)
H (4.279, -0.802, 2.978)
H (1.664, -2.444, 2.860)
H (2.955, -2.671, 4.038)
H (3.234, -3.053, 2.343)
H (5.189, 0.999, 0.934)
H (3.896, 2.124, 1.292)
H (4.591, 1.095, -1.532)
H (4.952, 2.708, -0.930)
H (3.275, 2.212, -1.169)
C (-1.714, 0.327, 1.905)
C (-0.898, -0.925, 2.227)
C (-1.553, -1.717, 3.361)
C (-0.734, -1.806, 0.996)
H (-1.781, 0.995, 2.767)
H (-2.732, 0.052, 1.616)
H (-1.273, 0.881, 1.070)
H (0.096, -0.613, 2.572)
H (-2.544, -2.066, 3.063)
H (-1.669, -1.096, 4.252)
H (-0.957, -2.590, 3.631)
H (-1.717, -2.090, 0.614)
H (-0.168, -2.710, 1.227)
C (-1.849, 0.397, -2.960)
N (-0.545, 0.696, -3.616)
C (-0.722, 0.827, -5.082)
C (0.564, -0.294, -3.262)
C (0.057, -1.683, -3.020)
C (-0.090, -2.540, -4.111)
C (-0.638, -3.802, -3.942)
C (-1.027, -4.192, -2.671)
C (-0.855, -3.345, -1.580)
C (-0.302, -2.077, -1.718)
H (-2.496, 1.261, -3.098)
H (-1.684, 0.205, -1.906)
H (-2.284, -0.484, -3.424)
H (-0.230, 1.584, -3.205)
H (-1.006, -0.142, -5.484)
H (0.210, 1.159, -5.533)
H (-1.507, 1.551, -5.285)
H (1.063, 0.135, -2.390)
H (1.272, -0.249, -4.089)
H (0.245, -2.223, -5.094)
H (-0.751, -4.470, -4.785)
H (-1.457, -5.174, -2.514)
H (-1.155, -3.713, -0.607)
O (0.416, 4.406, -1.923)
C (0.193, 3.372, -1.144)
O (0.268, 2.228, -1.557)
C (-0.156, 3.730, 0.293)
N (-0.277, 5.191, 0.421)
C (0.629, 5.648, 1.502)
C (0.911, 4.401, 2.332)
C (0.965, 3.312, 1.264)
H (-1.089, 3.217, 0.538)
H (-1.230, 5.463, 0.611)
H (0.255, 5.193, -1.332)
H (0.166, 6.455, 2.066)
H (1.550, 6.034, 1.062)
H (0.088, 4.212, 3.024)
H (1.832, 4.473, 2.910)
H (0.816, 2.303, 1.641)
H (1.927, 3.339, 0.747)

Mulliken charges in e: -0.032, -1.176, -0.764, -0.004, -0.954, -0.869, -1.006, -1.077, 0.431, 0.268, 0.258, 0.469, 0.466, 0.527, 0.652, 0.037, 0.416, 0.268, 0.602, 0.623, 0.355, 0.383, 0.119, -1.014, 1.532, -1.870, -1.686, 0.449, 0.404, -0.232, -0.294, 0.382, 0.443, 0.378, 0.825, 0.609, -0.934, 0.513, -0.853, -0.436, 1.507, -0.618, -0.820, -0.798, -0.242, -0.014, 0.420, 0.194, 0.435, 0.270, 0.355, 0.376, 0.350, -0.719, 0.650, 0.493, 0.410, 0.429, 0.404, -0.574, -0.442, -0.514, 0.730, -0.578, -0.718, -0.876, 0.190, 0.498, 0.270, 0.441, 0.413, 0.255, 0.336, 0.417, -0.019, -0.121

Molecular formula: C17H22AuBr4N4O2S
Method: DFT, the ωB97M-V functional and the def2-TZVPD basis

Properties
HOMO-LUMO gap: 6.3 eV
Molar mass: 863.039 Da
Net charge: +1

CARTESIAN COORDINATES (ANGSTROEM)
Au (1.193, -0.181, -0.766)
Br (-3.897, 4.498, 2.615)
C (-2.965, 3.240, 1.603)
C (-3.754, 2.314, 0.722)
Br (-5.607, 2.485, 0.703)
C (-3.156, 1.378, -0.039)
Br (-4.053, 0.180, -1.152)
C (-1.693, 1.238, -0.031)
O (-1.113, 0.413, -0.697)
C (-0.876, 2.174, 0.877)
O (0.319, 2.060, 0.906)
C (-1.626, 3.171, 1.674)
Br (-0.562, 4.263, 2.741)
N (0.102, -1.604, 0.734)
C (-0.193, -1.939, 1.803)
N (-0.525, -2.314, 3.006)
C (0.424, -3.064, 3.842)
C (0.327, -2.580, 5.280)
C (-1.116, -2.638, 5.776)
C (-2.040, -1.837, 4.862)
C (-1.932, -2.325, 3.426)
H (1.422, -2.923, 3.431)
H (0.174, -4.129, 3.780)
H (0.697, -1.553, 5.336)
H (0.975, -3.197, 5.903)
H (-1.177, -2.260, 6.797)
H (-1.449, -3.681, 5.803)
H (-1.770, -0.778, 4.901)
H (-3.077, -1.925, 5.188)
H (-2.499, -1.701, 2.737)
H (-2.313, -3.350, 3.345)
C (0.176, -1.247, -4.076)
C (1.692, -1.324, -4.152)
N (2.297, 0.005, -4.252)
C (2.958, 0.652, -3.299)
S (3.285, -0.012, -1.726)
N (3.476, 1.846, -3.571)
C (3.381, 2.563, -4.838)
C (2.035, 3.249, -5.036)
H (-0.244, -2.251, -4.021)
H (-0.238, -0.760, -4.960)
H (-0.144, -0.694, -3.192)
H (2.010, -1.889, -5.029)
H (2.112, -1.808, -3.275)
H (2.152, 0.488, -5.126)
H (3.937, 2.290, -2.793)
H (3.604, 1.871, -5.655)
H (4.183, 3.298, -4.839)
H (1.206, 2.540, -5.014)
H (2.017, 3.760, -5.998)
H (1.864, 3.987, -4.254)

natural (NBO) charges in e: 0.636, 0.199, -0.124, -0.085, 0.207, -0.271, 0.168, 0.525, -0.525, 0.418, -0.434, -0.226, 0.180, -0.546, 0.547, -0.468, -0.199, -0.410, -0.402, -0.409, -0.197, 0.226, 0.196, 0.209, 0.229, 0.227, 0.203, 0.205, 0.227, 0.216, 0.197, -0.619, -0.225, -0.568, 0.375, -0.285, -0.564, -0.237, -0.622, 0.231, 0.208, 0.216, 0.210, 0.239, 0.403, 0.430, 0.199, 0.230, 0.204, 0.232, 0.223

The evaluated relative energy (zero: lowest compared OMol25 entry of this formula, charge and spin) for the records listed, in turn: 0.0; 32.6 kJ/mol.